Formula: C32H26Cl3N2O9P
Source: the Open Molecules 2025 dataset
Level of theory: ωB97M-V with the def2-TZVPD basis set

Last column: Mulliken charge in e.
Atoms and positions in Å:
H1 -0.1444 3.2359 6.7341  0.265
N1 -0.9406 2.6692 6.4392  -0.819
C1 -1.0236 2.7177 5.1717  0.731
C2 -2.1481 1.9593 4.5248  -1.122
C3 -0.0537 3.5587 4.3592  -1.300
C4 0.1437 3.1389 2.9191  0.698
C5 0.1427 4.0910 1.8960  -0.823
C6 0.2317 3.7409 0.5489  -0.885
C7 0.1449 2.3954 0.2524  0.121
C8 0.0886 1.4419 1.2552  0.190
C9 0.3197 1.7730 2.5890  0.505
P1 0.8791 0.5358 3.8583  0.643
O1 2.0717 1.4731 4.5017  -0.488
Cl1 2.0420 -0.7794 2.7507  -0.307
C10 -0.3078 0.1364 0.6361  0.464
O2 -0.5664 -0.8931 1.1715  -0.593
N2 -0.4084 0.4166 -0.7278  0.451
C11 -0.7298 -0.6181 -1.6678  -0.697
Cl2 0.6122 -0.9818 -2.7836  -0.108
C12 -2.0549 -0.4080 -2.4384  0.036
C13 -1.9857 0.5851 -3.5887  -1.062
Cl3 -3.2352 0.2448 -1.2346  -0.227
C14 0.0702 1.6851 -1.0621  0.027
O3 0.3912 2.0885 -2.1351  -0.567
H2 -3.0653 2.2149 5.0459  0.440
H3 -1.9771 0.8939 4.6483  0.271
H4 -2.2633 2.1675 3.4665  0.271
H5 0.9099 3.6595 4.8520  0.374
H6 -0.4941 4.5576 4.3282  0.494
H7 0.0976 5.1359 2.1730  0.471
H8 0.3224 4.4745 -0.2368  0.502
H9 2.8513 1.3773 3.9355  0.314
H10 -0.8712 -1.5212 -1.0853  0.566
H11 -2.4465 -1.3604 -2.7711  0.547
H12 -1.0266 0.6096 -4.0906  0.351
H13 -2.8067 0.4313 -4.2742  -0.027
H14 -2.1351 1.5815 -3.1808  0.388
O4 4.5063 -4.0199 9.3820  -0.548
C15 3.8740 -3.3604 8.5862  0.335
C16 3.3586 -2.0129 8.9385  -0.366
C17 2.6631 -1.2900 8.0651  -0.323
C18 2.3751 -1.8003 6.7022  0.207
O5 1.7429 -1.1406 5.9053  -0.426
C19 2.8888 -3.1464 6.3479  -0.311
C20 3.5844 -3.8693 7.2213  -0.360
H15 3.5811 -1.6610 9.9378  0.399
H16 2.2764 -0.3062 8.2992  0.452
H17 2.6651 -3.4969 5.3482  0.424
H18 3.9698 -4.8530 6.9854  0.401
O6 6.3750 -1.8131 -6.1177  -0.542
C21 5.4899 -2.4476 -5.5863  0.406
C22 5.7115 -3.8414 -5.1247  -0.352
C23 4.7396 -4.5388 -4.5434  -0.335
C24 3.3915 -3.9534 -4.3295  0.336
O7 2.5074 -4.5893 -3.7988  -0.542
C25 3.1704 -2.5597 -4.7912  -0.156
C26 4.1424 -1.8621 -5.3724  -0.413
H19 6.7008 -4.2489 -5.2895  0.406
H20 4.8793 -5.5560 -4.2002  0.409
H21 2.1822 -2.1509 -4.6278  0.395
H22 4.0024 -0.8447 -5.7149  0.424
O8 -7.2882 2.6028 -8.1191  -0.540
C27 -6.6771 1.8286 -7.4162  0.336
C28 -6.5556 2.0468 -5.9521  -0.329
C29 -5.8825 1.1970 -5.1815  -0.253
C30 -5.2265 -0.0051 -5.7528  0.459
O9 -4.6142 -0.7784 -5.0466  -0.557
C31 -5.3464 -0.2248 -7.2151  -0.449
C32 -6.0194 0.6247 -7.9861  -0.349
H23 -7.0424 2.9293 -5.5571  0.407
H24 -5.7797 1.3359 -4.1123  0.446
H25 -4.8591 -1.1074 -7.6093  0.415
H26 -6.1208 0.4846 -9.0547  0.403

Cartesian forces (eV/Å) of the 2 atoms listed first:
0.040 -0.127 0.215
0.081 0.199 -0.202

## Properties
* structure (SMILES): [H]/N=C(/C)Cc1ccc2c(c1P(O)Cl)C(=O)N([C@H](Cl)[C@H](C)Cl)C2=O.O=C1C=CC(=O)C=C1.O=C1C=CC(=O)C=C1.O=C1C=CC(=O)C=C1
* strongest force on any atom: 1.5 eV/A
* orbital gap: 7.36 eV
* total energy: -3743.5690 Ha



Formula: C32H26ILuN3O8
Source: the Open Molecules 2025 dataset
Level of theory: ωB97M-V with the def2-TZVPD basis set

Last column: Mulliken charge in e.
Atoms and positions in Å:
Lu1 0.3179 -0.0431 0.3559  1.984
C1 -1.0181 4.6681 -2.0393  -0.487
O1 -2.1891 4.2148 -2.6689  -0.472
C2 -2.4172 2.8897 -2.8832  -0.146
C3 -3.5504 2.7044 -3.6793  -0.638
C4 -3.9452 1.4527 -4.0950  -0.798
C5 -3.1955 0.3626 -3.7069  -0.973
C6 -2.1043 0.4942 -2.8423  1.024
C7 -1.5117 -0.7847 -2.4534  -0.724
N1 -1.0739 -1.1187 -1.2981  0.399
N2 -0.6674 -2.4448 -1.2248  -1.021
C8 -0.2387 -2.7816 -0.0318  0.400
O2 -0.2196 -2.0294 0.9945  -0.289
C9 0.2528 -4.1774 0.1597  0.077
C10 -0.5458 -5.2810 -0.1002  -0.375
C11 -0.0885 -6.5528 0.1957  -0.618
C12 1.1770 -6.7315 0.7252  -0.407
C13 1.9778 -5.6323 0.9858  -0.531
C14 1.5148 -4.3582 0.7156  -0.202
C15 -1.6938 1.7730 -2.4026  0.261
O3 -0.7053 1.9426 -1.4603  1.031
H1 -1.0547 4.4553 -0.9702  0.171
H2 -1.0036 5.7471 -2.2011  0.329
H3 -0.1305 4.2256 -2.4944  0.137
H4 -4.0934 3.5919 -3.9694  0.458
H5 -4.8188 1.3315 -4.7202  0.367
H6 -3.4777 -0.6339 -4.0160  0.416
H7 -1.5531 -1.5625 -3.2285  0.380
H8 -1.5268 -5.1332 -0.5211  0.435
H9 -0.7178 -7.4126 0.0178  0.366
H10 1.5375 -7.7267 0.9448  0.373
H11 2.9632 -5.7762 1.4060  0.396
H12 2.1170 -3.4850 0.9217  0.397
O4 1.0247 2.1449 -3.0462  -0.607
C16 0.7607 1.6962 -1.7381  0.155
O5 1.0933 0.4580 -1.5515  -0.803
C17 1.4763 2.6651 -0.7446  -0.618
O6 1.2069 2.3378 0.6063  -0.469
C18 0.1433 3.0548 1.2334  -0.546
C19 -1.2900 2.3922 1.1583  0.710
O7 -2.2343 3.1486 1.3357  -0.786
O8 -1.3180 1.1461 0.9872  -0.532
H13 1.0661 1.3390 -3.5802  0.416
H14 1.2393 3.7112 -0.9565  0.293
H15 2.5485 2.4893 -0.8979  0.335
H16 0.0827 4.0806 0.8528  0.366
H17 0.4119 3.0908 2.2973  0.363
I1 -3.4041 -2.9788 3.9416  0.036
C20 -1.6829 -1.7901 4.1290  -0.493
C21 -0.8231 -1.9812 5.1923  -0.159
C22 0.3029 -1.1764 5.2530  -0.826
C23 0.5363 -0.2793 4.2218  -0.166
N3 -0.3008 -0.1044 3.2093  0.057
C24 -1.4151 -0.8202 3.1798  -0.304
H18 -1.0249 -2.7264 5.9489  0.378
H19 0.9862 -1.2619 6.0833  0.403
H20 1.4287 0.3319 4.2080  0.422
H21 -2.1030 -0.5992 2.3753  0.525
C25 2.4072 -0.4976 1.3374  -1.087
C26 3.5325 -0.7156 1.7566  -0.223
C27 4.8539 -0.9237 2.2315  0.521
C28 5.7058 0.1690 2.4254  -0.420
C29 6.9875 -0.0115 2.9029  -0.496
C30 7.4454 -1.2868 3.1961  -0.395
C31 6.6238 -2.3821 2.9805  -0.508
C32 5.3401 -2.2058 2.5035  -0.380
H22 5.3389 1.1583 2.1924  0.460
H23 7.6342 0.8449 3.0472  0.361
H24 8.4392 -1.4246 3.5955  0.367
H25 6.9879 -3.3806 3.1866  0.369
H26 4.6951 -3.0567 2.3340  0.561

Cartesian forces (eV/Å) of the 2 atoms listed first:
-0.062 0.044 0.938
0.357 0.147 0.213

## Properties
* total charge: -1
* ΔE to the lowest compared entry with this formula, charge and spin: 1.6690 eV
* strongest force on any atom: 1.7 eV/A
* orbital gap: 7.72 eV
* total energy: -3534.5918 Ha



Formula: C32H26N3O3PPd
Source: the Open Molecules 2025 dataset
Level of theory: ωB97M-V with the def2-TZVPD basis set

Last column: natural (NBO) charge in e.
Atoms and positions in Å:
Pd1 -1.2530 0.0216 -0.0874  0.346
O1 -3.5827 1.5160 -1.2319  -0.580
N1 -2.3013 1.8996 -0.8138  -0.228
C1 -1.3824 1.6349 -1.7367  -0.103
C2 -0.1414 2.4118 -1.7960  -0.064
C3 -0.1415 3.7550 -2.1759  -0.176
C4 1.0625 4.4775 -2.2303  -0.200
C5 2.2708 3.8397 -1.8831  -0.209
C6 2.2641 2.4771 -1.5189  -0.199
C7 1.0538 1.7640 -1.4837  -0.318
P1 0.8154 -0.0017 -1.0745  0.893
C8 2.3486 -0.5691 -0.3601  -0.284
C9 3.0473 -1.6777 -0.8824  -0.234
C10 4.2952 -1.9746 -0.3353  -0.209
C11 4.7972 -1.3106 0.7994  -0.207
C12 4.0072 -0.3143 1.3869  -0.210
C13 2.7894 0.0551 0.8212  -0.223
C14 0.7943 -0.8629 -2.6936  -0.370
C15 1.6649 -0.4750 -3.7258  -0.138
C16 1.4493 -0.9195 -5.0319  -0.234
C17 0.3557 -1.7366 -5.3448  -0.201
C18 -0.4395 -2.2241 -4.2763  -0.219
C19 -0.1925 -1.8220 -2.9644  -0.199
H1 -4.1094 1.9154 -0.4895  0.475
H2 -1.6842 1.0793 -2.6409  0.218
H3 -1.0687 4.2603 -2.4549  0.223
H4 1.0586 5.5244 -2.4593  0.216
H5 3.2301 4.3571 -1.9290  0.217
H6 3.1787 1.9705 -1.2550  0.221
H7 2.6523 -2.2309 -1.7309  0.229
H8 4.8854 -2.7702 -0.7862  0.211
H9 5.7523 -1.6269 1.2201  0.216
H10 4.3280 0.1741 2.2928  0.215
H11 2.1891 0.8097 1.2887  0.221
H12 2.5274 0.1448 -3.5094  0.210
H13 2.1827 -0.6887 -5.7863  0.213
H14 0.1502 -2.0607 -6.3475  0.215
H15 -1.2330 -2.9342 -4.4717  0.211
H16 -0.7887 -2.2674 -2.1542  0.229
O2 0.2614 2.5994 7.3712  -0.680
C20 0.4320 2.7500 6.0252  0.771
O3 1.1352 3.6895 5.6749  -0.570
C21 -0.1991 1.8605 5.0052  -0.190
C22 0.0534 2.2306 3.6699  -0.147
C23 -0.4127 1.4825 2.6186  -0.230
C24 -1.1683 0.3119 2.8514  0.238
C25 -1.5038 0.0153 4.1983  -0.257
C26 -0.9838 0.7416 5.2556  -0.171
N2 -1.5210 -0.5675 1.8520  -0.507
C27 -2.2068 -1.6739 2.0031  0.073
C28 -2.8203 -2.3568 0.8986  0.107
C29 -3.3553 -3.6447 1.0817  -0.209
C30 -3.8910 -4.2865 -0.0198  -0.178
C31 -3.9176 -3.6010 -1.2506  -0.249
C32 -3.3707 -2.3256 -1.3251  0.045
N3 -2.8446 -1.6833 -0.2768  -0.450
H17 -0.1914 1.8027 7.7028  0.488
H18 0.6368 3.1311 3.5565  0.251
H19 -0.1655 1.7921 1.6056  0.243
H20 -2.1540 -0.8396 4.3525  0.209
H21 -1.2167 0.4224 6.2861  0.202
H22 -2.1851 -2.2008 2.9692  0.164
H23 -3.3101 -4.0892 2.0754  0.222
H24 -4.2917 -5.2800 0.0957  0.221
H25 -4.2985 -4.0705 -2.1574  0.224
H26 -3.3431 -1.8309 -2.2671  0.206

Cartesian forces (eV/Å) of the 2 atoms listed first:
1.502 1.096 -1.799
-1.035 0.404 1.057

## Properties
* strongest force on any atom: 2.8 eV/A
* orbital gap (spin up / spin down): 5.23 / 5.26 eV
* total energy: -2094.1580 Ha



Formula: C32H27BrEuF6NO5S6Sb2
Source: the Open Molecules 2025 dataset
Level of theory: ωB97M-V with the def2-TZVPD basis set

Last column: Löwdin spin population.
Atoms and positions in Å:
Eu1 -8.2616 -13.3397 -12.1894  3.136
F1 -7.1219 -14.6525 -17.6858  0.000
C1 -6.2517 -14.3154 -16.7335  0.000
F2 -5.1229 -15.0019 -16.9622  0.000
F3 -6.0095 -12.9881 -16.8530  0.001
S1 -6.9245 -14.7663 -14.8911  0.002
O1 -8.1559 -13.9876 -14.5389  0.001
O2 -5.7629 -14.4126 -14.0722  0.003
N1 -7.2096 -16.3679 -15.0414  0.000
S2 -7.7175 -17.1662 -13.7186  0.001
O3 -7.6297 -16.4082 -12.4767  0.003
O4 -7.3330 -18.5416 -13.9284  0.000
C2 -9.6331 -17.1285 -13.9015  0.000
F4 -9.9344 -17.6252 -15.1179  0.000
F5 -10.0886 -15.8461 -13.8464  0.005
F6 -10.3177 -17.8172 -12.9577  0.000
Br1 -11.2410 -12.5076 -12.9778  0.015
C3 -12.2574 -13.8217 -12.0605  0.018
C4 -13.6477 -13.7718 -12.2104  -0.007
C5 -14.5156 -14.7672 -11.7235  0.006
C6 -13.9848 -15.8832 -11.1405  0.002
C7 -12.6012 -15.9727 -10.8687  0.031
C8 -12.0862 -17.0504 -10.0818  -0.020
C9 -10.7569 -17.1043 -9.7707  0.039
C10 -9.8841 -16.0964 -10.2634  0.099
C11 -10.3538 -15.0946 -11.0455  0.660
C12 -11.7067 -14.9313 -11.3480  0.102
H1 -14.1118 -12.9895 -12.8066  0.000
H2 -15.5852 -14.6347 -11.7981  0.000
H3 -14.5888 -16.6967 -10.7779  0.001
H4 -12.7764 -17.8109 -9.7102  0.000
H5 -10.4013 -17.9269 -9.1514  0.005
H6 -8.8068 -16.1740 -10.0479  0.023
S3 -6.1465 -8.5073 -10.7935  0.773
Sb1 -7.8533 -9.6197 -11.9055  0.125
S4 -8.7028 -10.6931 -9.8371  0.412
S5 -6.5019 -10.8760 -13.5460  0.179
C13 -3.4570 -13.8734 -11.2890  0.000
S6 -4.8114 -12.6628 -11.4345  0.008
C14 -4.3891 -11.6493 -9.9883  0.017
O5 -6.0873 -13.4140 -11.0251  0.016
H7 -2.9992 -13.8577 -10.2739  0.000
H8 -2.7057 -13.5573 -12.0358  0.000
H9 -3.8771 -14.8609 -11.5553  0.000
H10 -3.3679 -11.2824 -10.1763  0.000
H11 -4.3847 -12.1853 -9.0209  0.007
H12 -5.0665 -10.7334 -9.9873  0.009
C15 -7.7260 -11.3505 -3.2954  -0.003
C16 -8.9913 -11.5293 -3.8394  0.007
C17 -9.1710 -11.7113 -5.2094  0.016
C18 -8.0384 -11.7907 -6.0111  0.162
C19 -6.8098 -11.4540 -5.4999  0.023
C20 -6.6248 -11.2988 -4.1344  0.004
Sb2 -7.9915 -12.8148 -8.0012  0.595
C21 -6.7691 -14.6712 -7.4661  0.186
C22 -7.2829 -15.9386 -7.6497  0.033
C23 -6.4447 -17.0252 -7.6810  0.013
C24 -5.0747 -16.8710 -7.5605  0.009
C25 -4.5208 -15.6117 -7.4356  0.010
C26 -5.3989 -14.5112 -7.3258  0.042
C27 -10.1034 -13.2430 -7.5926  0.100
C28 -11.1363 -12.4583 -8.0245  0.028
C29 -12.4561 -12.8661 -7.8856  0.004
C30 -12.7216 -14.1149 -7.3067  0.022
C31 -11.6569 -14.8948 -6.8114  0.004
C32 -10.3395 -14.4269 -6.9112  0.031
H13 -7.6487 -11.2072 -2.2154  0.000
H14 -9.8298 -11.5702 -3.1742  0.002
H15 -10.1943 -11.8416 -5.5770  0.001
H16 -5.9374 -11.3056 -6.1216  0.011
H17 -5.6325 -11.1345 -3.7356  0.002
H18 -8.3458 -16.1144 -7.8027  0.004
H19 -6.8546 -18.0080 -7.8437  0.001
H20 -4.4852 -17.7887 -7.5516  0.001
H21 -3.4593 -15.4501 -7.4277  0.001
H22 -4.9632 -13.5338 -7.1851  0.010
H23 -10.9556 -11.4719 -8.4476  0.004
H24 -13.2895 -12.2516 -8.2309  0.000
H25 -13.7407 -14.5086 -7.2231  0.002
H26 -11.8614 -15.8424 -6.3541  0.000
H27 -9.5264 -15.0182 -6.4735  0.003

Cartesian forces (eV/Å) of the 2 atoms listed first:
1.130 0.613 0.950
-0.050 0.032 0.491

## Properties
* expectation value of S²: 15.79
* total charge: -1
* ΔE to the lowest compared entry with this formula, charge and spin: 9.1318 eV
* spin multiplicity: 8
* strongest force on any atom: 2.5 eV/A
* orbital gap (spin up / spin down): 3.11 / 4.29 eV
* total energy: -8419.4604 Ha